Entry 1:
# C23H18N2O4S7Sn

A structure of composition C23H18N2O4S7Sn (wB97M-V/def2-TZVPD, the Open Molecules 2025 dataset).

Computed properties:
Net charge: -2
E_HOMO in eV: -1.70
E_tot in eV: -116994.232
Frontier orbital gap in eV: 5.8

Each line ends with the natural charge from an NBO analysis.
Element x y z (Å)
Sn 1.6996 -0.6080 0.5245  1.276
S -2.3088 6.7376 1.2685  -0.191
S 0.6531 -0.5605 -3.2572  2.303
S -0.3384 1.2887 1.9958  -0.304
S 3.4722 -2.5967 0.7214  -0.357
S -0.7396 4.2052 1.8667  0.460
S -3.4839 4.0478 0.7867  0.424
S -3.5432 1.1312 1.1968  0.246
O 1.9050 0.1619 -3.4034  -0.955
O 1.7431 -1.1404 2.5803  -0.899
O 2.1016 -2.2598 4.4450  -0.662
O 0.3209 -1.5504 -4.2739  -0.984
N 0.1965 -2.4862 0.0687  -0.547
N 0.5560 -1.0652 -1.7036  -0.964
C 5.9127 -2.0399 1.7139  -0.240
C -0.0988 -2.1617 -1.2403  0.414
C -1.2805 2.6056 1.5357  -0.381
C -3.8462 3.5135 -3.2604  -0.629
C -1.4031 -4.2457 -0.0431  -0.329
C -1.7663 -3.9848 -1.3820  -0.167
C -1.4736 2.8346 -2.7465  -0.163
C -2.7193 2.5412 -3.2775  -0.025
C -2.1490 5.0957 1.2646  -0.542
C 4.4998 -1.8933 1.8904  -0.145
C 6.8480 -1.6456 2.6780  -0.227
C -3.4563 0.7733 2.9817  -0.736
C -0.6538 0.7135 -3.4183  -0.302
C 4.0617 -1.4918 3.1894  -0.186
C 4.9987 -1.0980 4.1261  -0.173
C -0.4364 1.9451 -2.8073  -0.195
C 6.3679 -1.0490 3.8516  -0.265
C -2.8564 1.3250 -3.9925  -0.225
C -1.9014 0.3487 -3.9816  -0.194
C -0.3943 -3.5284 0.6211  0.078
C 2.5992 -1.6268 3.4883  0.792
C -1.0730 -2.9504 -1.9698  -0.305
C -2.6010 2.5815 1.1451  -0.548
H -1.4036 3.7666 -2.1983  0.207
H 7.1015 -0.6275 4.5640  0.191
H -3.6083 4.3885 -3.8790  0.208
H -4.7230 3.1189 -3.7606  0.201
H -2.5942 0.2139 3.2546  0.239
H -2.5394 -4.5606 -1.9102  0.208
H -3.7657 1.1444 -4.5107  0.191
H -1.9606 -5.0134 0.5314  0.200
H 7.8975 -1.7928 2.4729  0.194
H -3.5040 1.7896 3.5791  0.214
H -0.0956 -3.8050 1.6397  0.221
H 4.7455 -0.8409 5.1502  0.210
H 0.5412 2.1446 -2.3638  0.247
H -4.1442 3.8287 -2.2833  0.232
H -2.0785 -0.6691 -4.3678  0.234
H -4.3370 0.1643 3.1772  0.201
H -1.1449 -2.6557 -3.0114  0.236
H 6.2006 -2.4618 0.7333  0.212

=====

Entry 2:
# C23H18N4O9S2Tc

A structure of composition C23H18N4O9S2Tc (wB97M-V/def2-TZVPD, the Open Molecules 2025 dataset).

Computed properties:
Energy above the lowest of the compared OMol25 structures with the same formula, charge and spin in eV: 1.2397
Net charge: 0
E_HOMO (spin up / spin down) in eV: -8.65 / -8.65
E_tot in eV: -72394.254
2S+1: 2
Frontier orbital gap (spin up / spin down) in eV: 5.7 / 6.2

Each line ends with the natural charge from an NBO analysis.
Element x y z (Å)
Tc -0.1663 0.0033 -0.1592  1.260
S 1.4509 1.7707 -0.6319  0.090
S 4.2964 1.3685 -1.5569  0.249
O -7.8555 -1.1097 -0.4668  -0.383
O -2.3449 -1.8754 -2.7711  -0.452
O -1.2366 0.5627 -2.1140  -0.897
O -4.0113 -3.2328 -2.6747  -0.328
O -7.4989 0.3715 1.0498  -0.368
O -1.7205 -1.2922 -0.2924  -0.689
O 0.7370 -0.5294 1.5073  -0.573
O -1.3926 1.1960 0.8111  -0.655
O -2.9208 1.5563 2.3758  -0.573
N 2.5883 -0.5681 -1.1810  -0.287
N -7.1250 -0.4266 0.2199  0.532
N 1.3878 -1.1206 -1.1890  -0.330
N -3.3879 -2.2870 -2.2555  0.542
C -5.7098 -0.5789 0.0309  -0.038
C -5.2469 -1.4303 -0.9596  -0.114
C 2.8544 -2.8642 3.2554  -0.190
C 1.1035 -2.2467 -0.5623  0.424
C 3.0893 -3.8059 2.2602  -0.235
C 3.9717 3.7720 2.1676  -0.200
C 0.2238 -3.2609 -1.2002  -0.677
C 4.5870 1.6919 1.1270  0.039
C -2.9453 -0.9252 -0.2643  0.491
C -3.4624 0.0450 0.6366  -0.250
C 1.5057 -1.5542 1.7333  0.335
C 3.2906 3.0786 3.1543  -0.211
C 1.7571 -2.5250 0.7196  -0.216
C 2.7285 0.7036 -1.0990  -0.116
C 3.8945 1.0011 2.1126  -0.253
C 3.2540 1.6958 3.1239  -0.192
C 2.5221 -3.6441 1.0064  -0.152
C -4.8214 0.1851 0.7961  -0.082
C 2.0580 -1.7672 3.0104  -0.206
C -3.8830 -1.5602 -1.1413  -0.095
C 4.6160 3.0828 1.1596  -0.233
C 5.2253 0.9716 -0.0138  -0.532
C -2.5311 0.9960 1.3782  0.784
H 3.7083 -4.6661 2.4614  0.222
H -1.6073 -0.2535 -2.5239  0.528
H 2.7146 1.1601 3.8881  0.209
H 5.2186 -0.1114 0.1010  0.233
H 5.1324 3.6203 0.3775  0.214
H -5.2047 0.8984 1.5127  0.277
H 1.8358 -1.0511 3.7853  0.223
H -5.9398 -1.9487 -1.6087  0.274
H 0.8638 -3.9758 -1.7200  0.252
H 3.8618 -0.0798 2.0893  0.214
H 2.7838 3.6151 3.9419  0.217
H 6.2362 1.3255 -0.2122  0.237
H -0.4347 -2.8082 -1.9381  0.263
H -0.8117 1.0861 -2.8024  0.518
H 2.7052 -4.3712 0.2299  0.219
H -0.3605 -3.7954 -0.4550  0.242
H 3.2875 -2.9897 4.2363  0.223
H 3.9898 4.8507 2.1792  0.215

=====

Entry 3:
# C23H18N4OPd

A structure of composition C23H18N4OPd (wB97M-V/def2-TZVPD, the Open Molecules 2025 dataset).

Computed properties:
Energy above the lowest of the compared OMol25 structures with the same formula, charge and spin in eV: 0.5117
Net charge: +2
E_HOMO in eV: -15.34
E_tot in eV: -35615.778
Frontier orbital gap in eV: 7.1

Each line ends with the natural charge from an NBO analysis.
Element x y z (Å)
Pd -0.1197 -0.1286 -0.0319  1.166
O -2.3000 2.4576 2.0650  -0.499
N -0.8820 1.5752 -1.0104  -0.451
N -0.7800 0.8816 1.4307  -0.577
N 0.9079 -0.9793 1.5682  -0.473
N 0.9734 -0.9650 -1.5587  -0.481
C -1.3427 -1.6113 -0.6199  0.110
C 2.0370 -2.8614 2.4830  -0.231
C -2.6562 3.1435 -0.7576  -0.174
C 0.3627 -0.7087 2.7676  0.253
C -0.4792 0.5065 2.8051  -0.290
C -0.8724 -2.3766 -1.6657  -0.104
C 1.4441 -2.6094 3.7184  -0.081
C -1.7019 -3.4121 -2.0916  -0.151
C -3.3473 -2.8109 -0.4308  -0.138
C -1.7941 2.6248 -2.9330  -0.216
C -2.9264 -3.6240 -1.4742  -0.184
C -2.5358 -1.7655 0.0237  -0.292
C -2.6926 3.3208 -2.1348  -0.090
C 2.8441 -0.9857 -3.0141  -0.230
C -0.8997 1.7549 -2.3403  0.067
C -1.6574 1.9215 1.2025  0.621
C 1.0671 -2.5771 -3.2963  -0.207
C 2.1572 -0.4639 -1.9396  0.056
C 0.4190 -2.0023 -2.2176  0.193
C -1.7441 2.2513 -0.2451  0.116
C 1.7350 -2.0396 1.4277  0.059
C 0.6065 -1.5203 3.8631  -0.221
C 2.2881 -2.0614 -3.6983  -0.094
H -1.3885 -4.0535 -2.9057  0.240
H 2.8071 -2.4952 -4.5427  0.258
H -1.7752 2.7576 -4.0054  0.261
H -2.8520 -1.1267 0.8363  0.257
H -1.3947 0.3345 3.3779  0.256
H 2.7263 -3.6819 2.3441  0.260
H -0.1704 1.2082 -2.9222  0.222
H 1.6369 -3.2613 4.5602  0.257
H 2.5451 0.3642 -1.3590  0.232
H 3.7933 -0.5598 -3.3050  0.264
H 0.1368 -1.2917 4.8099  0.259
H 0.6251 -3.4137 -3.8185  0.253
H 2.1653 -2.1943 0.4489  0.221
H -3.3189 3.6572 -0.0742  0.277
H 0.0358 1.3223 3.3224  0.261
H -3.4209 3.9850 -2.5807  0.259
H -4.3053 -2.9750 0.0439  0.254
H -3.5598 -4.4340 -1.8084  0.254